[1]
Molecular formula: C94H224N16O16
Method: DFT, the ωB97M-V functional and the def2-TZVPD basis

```
350
C94H224N16O16 the ωB97M-V functional and the def2-TZVPD basis
C 15.22 15.88 14.18
C 16.69 16.28 14.15
C 17.36 16.09 12.79
O 16.67 16.78 11.73
C 17.11 16.40 10.45
N 16.82 17.73 14.71
H 14.63 16.29 13.35
H 14.76 16.24 15.11
H 15.05 14.77 14.11
H 17.19 15.69 14.88
H 17.31 15.05 12.57
H 18.43 16.36 12.85
H 16.53 17.05 9.75
H 16.93 15.42 10.18
H 18.16 16.66 10.32
H 16.16 18.36 14.28
H 17.78 17.98 14.48
C 26.99 13.34 21.29
C 26.83 14.64 20.57
C 26.88 15.90 21.45
O 25.73 15.97 22.17
C 25.70 16.79 23.30
N 27.88 14.69 19.50
H 27.93 13.37 21.82
H 27.05 12.45 20.66
H 26.21 13.12 22.07
H 25.84 14.78 20.19
H 27.11 16.77 20.80
H 27.77 15.86 22.13
H 24.67 16.79 23.69
H 25.96 17.78 22.95
H 26.41 16.47 24.10
H 28.73 14.88 19.99
H 27.69 15.35 18.77
C 24.86 19.78 17.59
C 24.84 20.62 18.87
C 24.85 19.60 20.06
O 23.47 19.11 20.15
C 23.14 18.69 21.46
N 26.07 21.41 18.88
H 25.87 19.54 17.52
H 24.60 20.37 16.70
H 24.13 19.00 17.59
H 23.90 21.15 18.98
H 25.12 20.12 20.93
H 25.40 18.71 19.89
H 23.39 19.40 22.26
H 23.67 17.80 21.80
H 22.09 18.40 21.41
H 26.14 21.76 17.92
H 25.99 22.29 19.39
C 25.15 23.87 22.55
C 23.94 23.22 21.86
C 22.94 22.62 22.81
O 23.50 21.55 23.52
C 22.95 20.94 24.63
N 23.25 24.18 20.97
H 24.76 24.50 23.35
H 25.91 24.38 21.93
H 25.71 23.08 23.03
H 24.32 22.35 21.31
H 22.02 22.30 22.34
H 22.59 23.46 23.44
H 23.02 21.57 25.58
H 23.47 20.02 24.86
H 21.91 20.62 24.44
H 22.36 23.86 20.64
H 23.83 24.30 20.13
C 12.29 10.61 22.05
C 11.45 11.15 20.84
C 12.07 12.45 20.24
O 12.30 13.36 21.29
C 12.55 14.67 20.84
N 11.32 10.18 19.79
H 11.75 9.86 22.57
H 12.50 11.45 22.71
H 13.29 10.23 21.75
H 10.48 11.52 21.22
H 11.34 12.86 19.59
H 12.87 12.19 19.58
H 13.57 14.72 20.43
H 12.45 15.38 21.68
H 11.90 14.95 20.05
H 10.96 9.30 20.15
H 10.88 10.40 18.93
C 12.38 25.03 20.29
C 12.87 23.86 19.39
C 14.02 23.13 20.00
O 14.43 22.12 19.11
C 15.54 21.41 19.52
N 11.79 22.86 19.26
H 11.47 25.42 19.88
H 13.14 25.84 20.40
H 12.23 24.64 21.23
H 13.19 24.24 18.48
H 13.60 22.77 20.95
H 14.86 23.76 20.21
H 15.79 20.51 18.94
H 15.40 21.20 20.57
H 16.35 22.11 19.44
H 11.24 22.78 20.10
H 11.08 23.14 18.65
C 20.74 22.64 17.95
C 21.00 24.08 17.76
C 22.26 24.33 16.88
O 23.41 23.67 17.35
C 24.40 23.53 16.32
N 19.83 24.69 17.07
H 21.52 22.16 18.52
H 20.76 22.09 16.98
H 19.70 22.44 18.43
H 21.13 24.69 18.65
H 22.44 25.41 16.93
H 21.99 24.12 15.86
H 24.49 24.39 15.73
H 24.14 22.64 15.74
H 25.34 23.41 16.85
H 19.09 23.97 16.90
H 20.06 25.11 16.18
C 20.77 12.92 16.95
C 22.21 12.69 17.38
C 22.55 13.85 18.31
O 22.74 15.06 17.66
C 22.82 16.02 18.66
N 22.43 11.37 18.01
H 20.48 13.95 16.90
H 20.06 12.44 17.73
H 20.67 12.37 16.00
H 22.83 12.76 16.46
H 23.51 13.62 18.76
H 21.75 13.93 19.03
H 21.92 16.07 19.31
H 22.97 16.95 18.14
H 23.74 15.93 19.26
H 23.29 11.04 18.42
H 21.67 11.09 18.60
C 17.44 23.90 21.24
C 18.64 23.91 22.20
C 18.84 22.46 22.73
O 17.74 21.95 23.48
C 17.77 22.22 24.87
N 19.84 24.29 21.43
H 17.77 23.24 20.40
H 17.23 24.78 20.76
H 16.60 23.47 21.72
H 18.45 24.63 23.01
H 19.80 22.43 23.36
H 19.06 21.86 21.85
H 17.09 21.59 25.40
H 17.52 23.25 25.01
H 18.74 21.96 25.24
H 19.57 25.01 20.74
H 20.60 24.57 22.04
C 10.60 19.00 20.25
C 11.47 19.53 19.08
C 12.34 18.35 18.66
O 11.55 17.32 18.11
C 12.17 16.58 17.06
N 10.64 20.21 18.07
H 11.26 18.69 21.09
H 10.03 18.11 20.02
H 9.87 19.72 20.62
H 12.11 20.30 19.51
H 12.91 18.01 19.53
H 13.09 18.68 17.92
H 12.73 17.19 16.39
H 11.38 16.05 16.60
H 12.84 15.73 17.49
H 10.40 19.51 17.36
H 11.30 20.88 17.61
C 16.36 17.66 24.11
C 14.97 18.29 24.10
C 14.26 18.03 25.37
C 12.93 18.76 25.51
C 13.24 20.26 25.37
C 13.89 20.59 24.02
N 15.15 19.75 23.94
O 15.76 20.04 22.70
C 12.98 20.41 22.79
C 14.27 22.01 24.00
C 14.26 17.56 22.92
H 16.16 16.60 23.98
H 17.01 17.87 24.93
H 16.94 17.87 23.22
H 14.14 16.93 25.50
H 14.94 18.35 26.17
H 12.41 18.63 26.48
H 12.17 18.47 24.75
H 13.98 20.57 26.07
H 12.27 20.71 25.49
H 12.34 21.32 22.66
H 13.59 20.42 21.87
H 12.33 19.52 22.79
H 13.39 22.67 24.18
H 14.94 22.17 24.84
H 14.68 22.31 23.02
H 14.65 17.91 22.02
H 13.25 17.80 22.96
H 14.25 16.42 22.93
H 16.56 20.57 22.95
C 14.69 20.79 14.26
C 14.97 22.12 14.97
C 15.49 23.18 14.00
C 14.41 23.63 13.03
C 13.36 24.34 13.87
C 12.78 23.42 14.94
N 13.83 22.78 15.73
O 13.24 21.98 16.69
C 11.89 24.22 15.95
C 11.77 22.27 14.40
C 16.03 21.86 16.09
H 14.03 20.19 14.85
H 15.61 20.21 14.05
H 14.05 21.01 13.45
H 15.77 24.02 14.61
H 16.39 22.80 13.50
H 13.99 22.75 12.53
H 14.80 24.31 12.24
H 12.57 24.86 13.29
H 13.79 25.17 14.35
H 11.40 23.45 16.59
H 12.45 24.87 16.63
H 11.13 24.80 15.48
H 11.43 21.58 15.16
H 10.87 22.77 14.00
H 12.19 21.70 13.54
H 16.99 22.03 15.58
H 15.97 20.83 16.46
H 15.96 22.61 16.87
H 13.72 22.16 17.53
C 17.48 15.85 17.45
C 16.95 16.47 18.76
C 17.43 15.63 19.89
C 18.88 15.73 20.13
C 19.29 17.20 20.40
C 18.90 18.11 19.35
N 17.39 17.89 19.02
O 16.95 18.66 17.95
C 19.09 19.54 19.87
C 19.79 17.87 18.16
C 15.47 16.50 18.76
H 16.72 15.27 17.01
H 18.36 15.25 17.67
H 17.86 16.57 16.77
H 16.84 15.85 20.81
H 17.14 14.59 19.64
H 19.52 15.30 19.33
H 19.19 15.14 20.97
H 20.37 17.30 20.62
H 18.76 17.47 21.41
H 20.10 19.60 20.23
H 18.86 20.31 19.10
H 18.54 19.63 20.79
H 19.99 16.81 17.83
H 19.30 18.38 17.34
H 20.73 18.37 18.41
H 15.07 16.97 17.87
H 15.12 16.99 19.66
H 15.15 15.50 18.80
H 17.22 18.17 17.10
C 16.64 13.23 23.97
C 16.85 12.05 23.08
C 15.78 11.92 22.04
C 15.92 10.78 21.04
C 17.32 10.96 20.33
C 18.51 11.17 21.27
N 18.13 12.19 22.35
O 19.22 12.39 23.21
C 19.17 9.81 21.69
C 19.59 11.86 20.41
C 16.80 10.83 24.00
H 16.63 14.18 23.39
H 17.44 13.33 24.71
H 15.72 13.13 24.47
H 14.91 11.86 22.68
H 15.84 12.89 21.60
H 15.11 10.91 20.31
H 15.81 9.82 21.60
H 17.20 11.90 19.85
H 17.47 10.22 19.59
H 19.85 9.86 22.53
H 18.38 9.08 21.96
H 19.68 9.49 20.84
H 19.86 11.29 19.56
H 19.29 12.87 20.17
H 20.43 11.99 21.05
H 16.00 11.02 24.74
H 17.74 10.70 24.53
H 16.57 9.79 23.50
H 19.47 13.32 23.21
C 21.61 20.32 14.54
C 21.25 19.42 13.33
C 22.40 19.40 12.32
C 23.52 18.44 12.62
C 22.89 17.05 12.93
C 21.91 17.17 14.11
N 20.83 18.07 13.69
O 19.82 18.12 14.69
C 21.30 15.78 14.18
C 22.63 17.40 15.39
C 19.99 20.04 12.60
H 22.64 20.15 14.83
H 20.96 20.26 15.42
H 21.48 21.29 14.13
H 22.01 19.09 11.37
H 22.81 20.35 12.16
H 24.15 18.79 13.39
H 24.14 18.38 11.70
H 23.61 16.30 13.20
H 22.26 16.81 12.09
H 22.11 15.06 14.32
H 20.63 15.71 15.03
H 20.82 15.57 13.18
H 23.04 16.46 15.69
H 23.26 18.30 15.38
H 21.84 17.60 16.13
H 19.70 19.39 11.79
H 20.32 20.99 12.25
H 19.17 20.30 13.25
H 20.28 18.34 15.49
C 16.29 11.83 12.85
C 16.25 11.47 14.41
C 17.24 12.39 15.17
C 17.05 12.15 16.67
C 15.67 12.66 17.00
C 14.52 11.86 16.31
N 14.86 11.80 14.86
O 13.86 11.06 14.19
C 14.32 10.49 17.00
C 13.25 12.71 16.43
C 16.60 10.00 14.55
H 17.32 11.93 12.57
H 15.80 12.79 12.65
H 15.82 11.02 12.29
H 18.29 12.16 14.86
H 16.99 13.42 15.01
H 17.75 12.81 17.27
H 17.04 11.13 17.04
H 15.55 13.70 16.83
H 15.52 12.51 18.05
H 15.25 10.04 17.19
H 13.90 10.74 17.94
H 13.66 9.86 16.36
H 12.77 12.78 17.46
H 13.50 13.75 16.06
H 12.52 12.36 15.67
H 16.79 9.86 15.60
H 17.49 9.72 13.96
H 15.74 9.44 14.23
H 13.52 11.65 13.47
```

Computed properties:
electronic energy	-157697.0000	eV
ΔE to the lowest compared entry with this formula, charge and spin	1.645	eV
multiplicity	1
HOMO level	-7.678	eV



[2]
Molecular formula: C18H52BO6Rb
Method: DFT, the ωB97M-V functional and the def2-TZVPD basis

```
78
C18H52BO6Rb the ωB97M-V functional and the def2-TZVPD basis
Rb 0.04 3.70 -0.42
B -0.12 0.36 -0.37
H -0.23 -0.54 -0.95
H 0.67 0.34 0.37
H 0.22 1.13 -1.04
H -1.06 0.60 0.10
C -3.56 0.05 1.62
C -4.07 1.49 1.44
C -5.56 1.70 1.70
O -3.48 2.20 2.49
H -4.02 -0.66 0.93
H -3.91 -0.31 2.59
H -2.50 0.02 1.39
H -3.88 1.83 0.42
H -6.13 1.22 0.90
H -5.88 2.73 1.80
H -5.82 1.21 2.64
H -2.55 1.96 2.45
C 2.53 -2.67 -2.68
C 2.44 -1.59 -1.67
C 3.73 -1.28 -0.93
O 2.05 -0.38 -2.27
H 1.56 -2.97 -3.05
H 2.96 -3.57 -2.24
H 3.16 -2.33 -3.51
H 1.70 -1.82 -0.91
H 4.51 -0.92 -1.60
H 4.07 -2.05 -0.23
H 3.49 -0.49 -0.22
H 1.21 -0.16 -1.85
C 0.66 0.33 3.52
C -0.29 1.51 3.64
C 0.39 2.82 4.12
O -0.79 1.78 2.33
H 1.52 0.58 2.90
H 0.19 -0.57 3.11
H 1.24 0.24 4.44
H -1.14 1.18 4.24
H -0.34 3.64 4.07
H 1.23 2.94 3.43
H 0.84 2.85 5.11
H -0.36 1.14 1.75
C -1.94 -1.72 -4.47
C -0.87 -0.83 -3.81
C -0.09 0.13 -4.71
O -1.62 -0.03 -2.91
H -1.49 -2.57 -4.99
H -2.64 -1.18 -5.11
H -2.44 -2.23 -3.65
H -0.11 -1.37 -3.24
H 0.61 0.69 -4.09
H -0.79 0.81 -5.19
H 0.56 -0.38 -5.42
H -1.05 0.17 -2.16
C 4.43 1.79 1.61
C 3.61 2.81 0.85
C 3.99 3.07 -0.62
O 2.30 2.32 0.83
H 4.16 1.60 2.65
H 5.46 2.11 1.68
H 4.49 0.88 1.02
H 3.72 3.70 1.46
H 3.37 3.88 -0.99
H 3.92 2.15 -1.20
H 5.02 3.43 -0.68
H 2.21 1.37 0.71
C -0.96 -3.59 -0.78
C -1.72 -2.68 0.26
C -2.61 -3.52 1.10
O -0.77 -2.04 1.08
H -0.50 -4.46 -0.31
H -0.13 -3.07 -1.27
H -1.66 -3.87 -1.56
H -2.28 -1.91 -0.28
H -3.18 -3.04 1.89
H -1.97 -4.27 1.56
H -3.27 -4.16 0.51
H -0.53 -1.22 0.65
```

Computed properties:
electronic energy	-33114.4198	eV
net charge	+1
multiplicity	2
HOMO level (alpha / beta)	-11.486 / -11.486	eV



> Which value of multiplicity does entry 2 give?

2



> Which of these has the highest multiplicity?

C18H52BO6Rb



> What is the electronic energy in the second record?

-33114.4198 eV